1.
# C29H44HfNO2P3S

A structure of composition C29H44HfNO2P3S (the ωB97M-V functional and the def2-TZVPD basis, OMol25).

Kohn-Sham gap   4.88 eV
Spin multiplicity   1
E_LUMO   -14.12 eV
Net charge   +4

```
81
C29H44HfNO2P3S (the ωB97M-V functional and the def2-TZVPD basis)
P 3.258 -0.412 -1.069
C 3.952 -0.551 0.602
H 5.047 -0.623 0.534
H 3.552 -1.437 1.112
H 3.679 0.336 1.189
C 3.849 -1.972 -1.839
H 3.818 -1.922 -2.935
H 3.192 -2.789 -1.513
H 4.878 -2.172 -1.511
C 4.381 0.814 -1.825
H 5.415 0.439 -1.784
H 4.308 1.763 -1.279
H 4.094 0.992 -2.868
P -0.923 3.351 -1.345
C -0.944 4.027 0.335
H -1.494 4.977 0.336
H 0.083 4.184 0.685
H -1.430 3.316 1.013
C 0.141 4.527 -2.264
H 0.117 4.309 -3.341
H 1.174 4.441 -1.907
H -0.232 5.547 -2.093
C -2.566 3.799 -2.003
H -2.609 4.885 -2.165
H -3.356 3.490 -1.310
H -2.713 3.282 -2.959
P -2.262 -1.973 -0.992
C -2.939 -2.086 0.687
H -3.662 -2.911 0.748
H -3.440 -1.148 0.952
H -2.130 -2.265 1.403
C -3.779 -1.928 -2.010
H -4.459 -2.719 -1.665
H -3.550 -2.078 -3.074
H -4.257 -0.947 -1.888
C -1.656 -3.677 -1.285
H -2.506 -4.362 -1.413
H -1.042 -4.013 -0.440
H -1.035 -3.700 -2.189
Hf -0.007 0.047 -1.720
C 1.300 1.698 -0.694
O 1.878 2.369 0.080
C -1.951 0.893 -0.822
O -2.886 1.117 -0.140
C -1.329 0.076 -3.571
C -0.751 -1.204 -3.481
C 0.641 -1.342 -3.351
C 1.456 -0.205 -3.493
C 0.883 1.078 -3.548
C -0.513 1.213 -3.667
H -2.409 0.185 -3.604
H -1.354 -2.112 -3.564
H 1.077 -2.328 -3.260
H 2.534 -0.331 -3.608
H 1.527 1.953 -3.545
H -0.960 2.182 -3.865
N 0.232 -1.004 0.375
S 0.776 -0.493 1.852
C -0.182 0.768 2.710
C 0.563 1.776 3.357
C -0.075 2.721 4.165
C -1.460 2.653 4.346
C -2.202 1.650 3.722
C -1.565 0.710 2.898
C 0.696 -1.888 3.017
C -0.507 -2.393 3.523
C -0.512 -3.532 4.338
C 0.695 -4.139 4.703
C 1.911 -3.585 4.274
C 1.910 -2.462 3.443
H 0.351 -2.029 0.347
H 1.650 1.788 3.231
H 0.518 3.494 4.657
H -1.955 3.373 4.998
H -3.282 1.570 3.881
H -2.137 -0.091 2.431
H -1.451 -1.908 3.283
H -1.464 -3.950 4.675
H 0.691 -5.046 5.316
H 2.859 -4.040 4.573
H 2.851 -2.027 3.106
```

=====

2.
# C29H45BCeO2P2

A structure of composition C29H45BCeO2P2 (the ωB97M-V functional and the def2-TZVPD basis, OMol25).

Kohn-Sham gap (spin up / spin down)   3.75 / 3.77 eV
Spin multiplicity   2
⟨S²⟩   0.75
E_LUMO (spin up / spin down)   -3.39 / -3.38 eV
Net charge   +1

```
80
C29H45BCeO2P2 (the ωB97M-V functional and the def2-TZVPD basis)
Ce -0.971 1.930 0.804
C 0.406 1.806 2.855
C 0.993 2.754 1.935
C -1.067 3.578 2.631
C -0.866 2.320 3.283
C 0.082 3.874 1.831
C 0.877 0.418 3.098
H 1.924 0.421 3.370
H 0.775 -0.232 2.214
H 0.288 -0.090 3.887
C -1.724 1.775 4.377
H -1.153 1.679 5.317
H -2.131 0.788 4.136
H -2.564 2.452 4.570
C -2.337 4.353 2.690
H -2.732 4.374 3.710
H -3.132 3.912 2.066
H -2.188 5.376 2.331
C 0.124 4.971 0.827
H -0.479 5.808 1.192
H -0.280 4.649 -0.154
H 1.150 5.302 0.653
C 2.129 2.542 1.009
H 2.579 3.508 0.726
H 1.815 2.050 0.062
H 2.884 1.902 1.481
C 0.729 -2.824 0.700
C 1.759 -2.300 1.371
C 2.713 -1.265 0.853
C 3.169 -1.459 -0.613
C 2.563 -0.663 -1.711
C 1.156 -0.246 -1.809
C 0.092 -1.085 -1.025
C 0.431 -2.556 -0.744
H 3.611 -1.323 1.497
H 3.160 -2.541 -0.853
H 2.324 -0.245 0.944
H 1.244 -2.898 -1.419
H 0.047 -3.509 1.218
H 1.925 -2.602 2.405
H -0.430 -3.175 -1.028
H -0.226 -0.581 -0.056
H 1.008 0.834 -1.588
H -0.843 -1.079 -1.610
H 4.245 -1.217 -0.642
H 3.264 0.066 -2.154
P 2.202 -2.623 -3.212
C 1.977 -4.374 -3.704
C 3.758 -2.117 -3.985
P 0.607 -0.123 -3.599
C 0.907 -1.832 -4.195
C 1.733 0.889 -4.579
C -1.046 0.432 -4.006
H 0.913 -4.564 -3.888
H 2.307 -5.000 -2.867
H 2.554 -4.614 -4.607
H 3.879 -2.658 -4.930
H 4.562 -2.368 -3.285
H 3.803 -1.036 -4.155
H -1.302 0.013 -4.991
H -1.054 1.528 -4.073
H -1.780 0.098 -3.270
H -0.039 -2.398 -4.141
H 1.306 -1.835 -5.225
H 1.323 1.915 -4.598
H 1.750 0.500 -5.609
H 2.756 0.920 -4.182
O -2.735 0.199 1.122
B -1.579 -0.642 1.524
O -2.087 -1.655 2.355
C -3.434 -1.473 2.470
C -4.324 -2.142 3.287
C -5.625 -1.644 3.395
C -6.017 -0.511 2.696
C -5.099 0.169 1.874
C -3.821 -0.343 1.766
H -4.006 -3.049 3.809
H -6.342 -2.146 4.057
H -7.041 -0.151 2.761
H -5.352 1.083 1.347
```

=====

3.
# C29H45Br2N2NbO2

A structure of composition C29H45Br2N2NbO2 (the ωB97M-V functional and the def2-TZVPD basis, OMol25).

Kohn-Sham gap   5.46 eV
Spin multiplicity   1
E_LUMO   -0.96 eV

```
81
C29H45Br2N2NbO2 (the ωB97M-V functional and the def2-TZVPD basis)
C 4.266 -1.989 0.678
C 4.361 -0.410 0.667
Br 5.595 0.467 -0.645
C 3.611 0.362 1.586
Br 3.921 2.358 1.458
Nb 2.123 -0.298 3.154
C 3.338 -2.057 3.921
C 4.711 -1.719 4.689
C 5.979 -1.417 3.782
C 6.921 -2.597 3.322
C 8.189 -2.380 2.443
C 8.603 -0.959 1.960
C 7.729 0.227 2.430
C 6.456 0.000 3.315
C 2.946 1.160 4.753
O 2.400 0.866 6.094
N 3.074 1.736 6.922
O 3.752 1.115 7.692
C 0.888 -1.598 1.684
C -0.598 -0.961 1.592
C -0.731 0.241 0.578
C -2.070 0.975 0.329
C -3.306 0.491 1.147
C -3.171 -0.687 2.168
C -1.813 -1.446 2.420
C -1.691 -2.642 3.482
H 4.850 -2.497 1.538
H 3.231 -2.444 0.568
H 4.839 -2.336 -0.272
H 1.053 1.103 2.621
H 0.805 -0.678 4.373
H 3.450 -2.938 3.174
H 2.666 -2.527 4.752
H 4.643 -0.907 5.486
H 4.976 -2.686 5.276
H 6.674 -3.669 3.610
H 8.837 -3.261 2.096
H 9.514 -0.801 1.292
H 8.011 1.283 2.108
H 5.883 0.936 3.612
H 4.089 1.109 4.777
H 2.592 2.218 4.490
H 0.866 -2.695 2.018
H 1.307 -1.470 0.611
H 0.191 0.567 -0.032
H -2.070 1.817 -0.440
H -4.289 1.056 0.961
H -4.122 -1.003 2.735
H -0.699 -2.604 4.073
H -1.807 -3.638 2.904
H -2.570 -2.547 4.211
C -7.706 1.514 -5.041
C -6.753 2.351 -5.880
C -5.343 1.799 -6.104
N -4.450 1.620 -4.860
C -3.010 1.449 -5.382
C -2.027 1.082 -4.278
C -2.462 -0.164 -3.527
C -3.873 0.003 -2.995
C -4.853 0.355 -4.103
C -4.533 2.860 -3.994
H -7.500 1.613 -3.973
H -8.733 1.865 -5.179
H -7.672 0.459 -5.321
H -6.709 3.368 -5.478
H -7.205 2.455 -6.873
H -4.810 2.497 -6.757
H -5.379 0.831 -6.615
H -3.041 0.659 -6.139
H -2.723 2.388 -5.862
H -1.042 0.910 -4.722
H -1.900 1.914 -3.579
H -1.773 -0.365 -2.702
H -2.423 -1.031 -4.195
H -3.891 0.769 -2.211
H -4.193 -0.928 -2.516
H -5.834 0.507 -3.666
H -4.907 -0.458 -4.835
H -5.536 2.933 -3.577
H -4.308 3.724 -4.620
H -3.814 2.792 -3.182
```

=====

4.
# C29H45F2NO10

A cluster of 7 separate species, C29H45F2NO10 in total (the ωB97M-V functional and the def2-TZVPD basis, OMol25).

Kohn-Sham gap (spin up / spin down)   6.42 / 2.35 eV
Spin multiplicity   2
⟨S²⟩   0.77
E_LUMO (spin up / spin down)   -4.51 / -8.58 eV
Net charge   +1

```
87
C29H45F2NO10 (the ωB97M-V functional and the def2-TZVPD basis)
C 3.467 2.236 2.341
N 4.253 0.969 2.523
O 4.136 0.362 3.630
O 4.869 0.497 1.504
H 4.140 3.084 2.212
H 2.852 2.447 3.216
H 2.854 2.203 1.440
O -0.908 1.409 -6.028
C -1.992 1.321 -5.332
O -2.008 1.369 -4.053
C -0.753 1.233 -3.286
C -1.179 0.543 -1.988
C -3.298 1.049 -5.969
H -0.248 2.160 -3.015
H 0.011 0.644 -3.794
H -1.925 -0.199 -2.275
H -1.578 1.195 -1.211
H -0.390 -0.096 -1.592
H -3.307 1.331 -7.021
H -3.936 1.817 -5.531
H -3.705 0.059 -5.765
O -4.470 -0.089 0.983
C -4.435 1.146 1.242
O -4.746 1.746 2.380
C -5.487 1.061 3.449
C -6.963 1.506 3.371
C -3.803 2.139 0.288
H -4.992 1.468 4.331
H -5.591 -0.023 3.414
H -7.125 2.575 3.515
H -7.490 0.996 4.177
H -7.495 1.276 2.448
H -2.877 2.532 0.707
H -4.486 2.946 0.022
H -3.646 1.662 -0.680
O 2.089 -0.652 -0.642
C 2.081 -1.491 0.316
O 1.146 -1.740 1.244
C -0.156 -1.214 1.157
C -0.380 0.189 1.593
C 3.272 -2.393 0.633
H -0.790 -1.903 1.716
H -0.413 -1.238 0.098
H 0.280 0.838 1.017
H -0.359 0.479 2.643
H -1.340 0.553 1.228
H 3.462 -2.943 -0.288
H 3.165 -3.200 1.358
H 4.182 -1.881 0.948
O -1.497 -4.556 -2.903
C -0.699 -3.648 -3.076
O -0.421 -2.984 -4.224
C -1.138 -3.166 -5.462
C -0.353 -2.487 -6.620
C 0.056 -3.153 -1.859
H -2.214 -3.029 -5.352
H -1.135 -4.231 -5.694
H 0.623 -2.973 -6.649
H -0.281 -1.413 -6.451
H -0.708 -2.688 -7.630
H 0.447 -2.180 -2.157
H 0.944 -3.771 -1.726
H -0.556 -3.285 -0.967
F -0.978 3.932 1.531
C -1.686 4.312 2.658
C -1.519 3.610 3.882
C -2.142 3.985 5.069
C -2.996 5.090 4.959
C -3.137 5.816 3.766
C -2.435 5.463 2.658
H -0.899 2.729 3.803
H -2.021 3.462 6.007
H -3.462 5.466 5.858
H -3.837 6.633 3.863
H -2.402 5.916 1.678
F 6.913 -6.107 0.400
C 7.286 -4.847 0.740
C 6.524 -4.202 1.730
C 6.794 -2.905 2.037
C 7.769 -2.168 1.295
C 8.602 -2.881 0.385
C 8.302 -4.212 0.047
H 5.754 -4.768 2.233
H 6.192 -2.334 2.728
H 7.928 -1.107 1.418
H 9.520 -2.472 -0.010
H 8.873 -4.824 -0.636
```

=====

5.
# C29H45FGdP2

A structure of composition C29H45FGdP2 (the ωB97M-V functional and the def2-TZVPD basis, OMol25).

Kohn-Sham gap (spin up / spin down)   4.37 / 3.95 eV
Spin multiplicity   8
⟨S²⟩   15.79
E_LUMO (spin up / spin down)   -2.39 / -5.34 eV
Net charge   +1

```
78
C29H45FGdP2 (the ωB97M-V functional and the def2-TZVPD basis)
Gd 0.272 2.358 1.476
C 2.876 2.754 1.240
C 2.319 3.303 0.057
C 1.279 4.328 1.876
C 2.244 3.357 2.367
C 1.317 4.252 0.417
C 3.833 1.612 1.283
H 3.661 0.930 0.431
H 3.719 1.005 2.198
H 4.886 1.961 1.230
C 2.335 2.801 3.737
H 3.320 2.325 3.883
H 1.577 1.998 3.916
H 2.159 3.595 4.477
C 0.050 4.643 2.651
H 0.386 4.920 3.658
H -0.704 3.778 2.817
H -0.530 5.419 2.135
C 0.257 4.748 -0.506
H 0.441 5.798 -0.773
H -0.754 4.689 -0.054
H 0.218 4.156 -1.436
C 2.677 2.911 -1.332
H 2.809 3.794 -1.980
H 1.883 2.287 -1.776
H 3.605 2.323 -1.357
C 1.208 -2.135 0.681
C 2.337 -1.820 0.033
C 2.526 -1.078 -1.261
C 1.303 -1.113 -2.225
C 0.074 -0.369 -1.912
C -1.117 -0.730 -1.288
C -1.148 -1.267 0.157
C -0.143 -2.442 0.152
H 3.371 -1.551 -1.817
H 1.064 -2.178 -2.444
H 2.829 -0.013 -1.084
H -0.039 -2.738 -0.941
H 1.202 -2.150 1.782
H 3.275 -1.948 0.582
H -0.591 -3.267 0.731
H -0.901 -0.483 0.935
H -1.956 0.000 -1.440
H -2.175 -1.621 0.417
H 1.680 -0.649 -3.166
H 0.124 0.642 -2.344
P -0.646 -3.754 -2.444
C -0.527 -5.376 -1.662
C -0.021 -3.982 -4.140
P -2.728 -1.482 -2.792
C -2.414 -3.271 -2.493
C -2.352 -1.291 -4.573
C -4.554 -1.397 -2.820
H -1.189 -5.434 -0.787
H 0.515 -5.529 -1.347
H -0.789 -6.164 -2.378
H -0.489 -4.868 -4.585
H 1.065 -4.165 -4.086
H -0.219 -3.104 -4.772
H -4.913 -2.172 -3.518
H -4.880 -0.407 -3.184
H -4.964 -1.585 -1.818
H -2.904 -3.524 -1.534
H -2.933 -3.807 -3.311
H -2.889 -0.404 -4.949
H -2.733 -2.184 -5.103
H -1.270 -1.178 -4.732
F -2.709 0.432 6.837
C -2.113 0.426 5.596
C -2.787 0.993 4.526
C -2.086 1.171 3.313
C -0.741 0.830 3.257
C -0.118 0.124 4.275
C -0.821 -0.074 5.491
H -3.809 1.322 4.632
H -2.600 1.568 2.432
H 0.904 -0.274 4.151
H -0.349 -0.571 6.336
```

=====

6.
# C29H46BrCaN3P2S

A structure of composition C29H46BrCaN3P2S (the ωB97M-V functional and the def2-TZVPD basis, OMol25).

Kohn-Sham gap (spin up / spin down)   2.01 / 2.04 eV
Spin multiplicity   1
E_LUMO (spin up / spin down)   -10.28 / -10.32 eV
Net charge   +2

```
83
C29H46BrCaN3P2S (the ωB97M-V functional and the def2-TZVPD basis)
N -7.153 5.810 -5.730
C -6.777 6.392 -4.590
C -6.013 5.728 -3.616
C -5.605 4.396 -3.834
C -6.015 3.800 -5.046
C -6.787 4.550 -5.955
C -4.799 3.696 -2.805
Ca 0.168 0.154 1.307
P 6.270 -0.856 0.113
C -3.600 3.103 -3.014
C -2.781 2.418 -2.016
C -1.670 1.661 -2.450
C -0.836 0.984 -1.546
C -1.191 1.109 -0.249
C -2.211 1.801 0.288
C -3.043 2.474 -0.633
Br 1.631 -1.149 2.870
H -5.242 3.697 -1.805
H -3.170 3.124 -4.021
H -5.727 6.251 -2.704
H -5.753 2.771 -5.293
H -7.088 7.426 -4.427
H -7.107 4.094 -6.895
H -1.450 1.603 -3.517
H -3.889 3.044 -0.251
H 0.004 0.411 -1.916
H -2.442 1.866 1.347
P -0.407 -2.053 0.102
C 5.700 0.920 0.244
C 6.757 1.941 -0.209
H 5.382 1.120 1.277
H 4.808 0.996 -0.393
H 6.577 2.916 0.259
H 7.769 1.624 0.061
H 6.726 2.080 -1.296
C 5.424 -1.282 -1.503
C 6.068 -2.444 -2.275
H 5.466 -0.365 -2.108
H 4.364 -1.491 -1.299
H 5.781 -2.407 -3.333
H 7.160 -2.402 -2.220
H 5.745 -3.414 -1.883
C 5.121 -1.641 1.358
C 5.796 -2.017 2.690
H 4.639 -2.518 0.901
H 4.331 -0.902 1.546
H 5.228 -2.805 3.202
H 6.818 -2.380 2.545
H 5.840 -1.150 3.360
C -0.321 -3.358 1.377
C -1.466 -4.362 1.429
H -0.240 -2.836 2.356
H 0.652 -3.852 1.223
H -2.391 -3.894 1.786
H -1.663 -4.821 0.453
H -1.219 -5.170 2.131
C 0.734 -2.466 -1.253
C 0.175 -2.448 -2.683
H 1.090 -3.469 -0.993
H 1.623 -1.805 -1.172
H -0.301 -3.405 -2.927
H -0.558 -1.652 -2.848
H 0.992 -2.299 -3.399
C -2.101 -1.887 -0.541
C -3.233 -1.376 0.378
H -2.315 -2.896 -0.880
H -2.012 -1.254 -1.434
H -3.983 -0.800 -0.191
H -3.764 -2.203 0.875
H -2.848 -0.714 1.164
C -1.472 -2.031 5.349
N -0.634 -0.799 5.438
C 0.332 -0.535 6.384
C 0.846 0.681 6.121
N 0.211 1.175 5.013
C -0.709 0.259 4.576
S -1.746 0.462 3.281
H -2.532 -1.765 5.437
H -1.302 -2.537 4.389
H -1.201 -2.712 6.163
H 0.570 -1.224 7.164
H 1.603 1.217 6.637
H 0.369 2.090 4.556
```

=====

F_max for every record listed, in sequence, given in eV/A: 10.4 4.7 4.7 7.2 5.2 3.7.